[1]
The following is a DFT calculation (the ωB97M-V functional and the def2-TZVPD basis) of a cluster of 4 separate species, C57H31INO11P in total at a distorted geometry.

As for the SMILES: N#COc1cc(P(O)O)c(I)c2c1C(=O)c1ccccc1C2=O.O=C1c2ccccc2C(=O)c2ccccc21.O=C1c2ccccc2C(=O)c2ccccc21.O=C1c2ccccc2C(=O)c2ccccc21. The value obtained for the HOMO-LUMO gap is 7.3 eV.

Structure (ORCA input):
```
! RIJCOSX wB97M-V def2-TZVPD def2/J DEFGRID3
* xyz 0 1
I -2.35263 -1.16495 -0.41605
P -5.15268 -2.63504 -2.56249
O -1.94748 3.13033 2.06237
O 7.17027 1.10718 -2.41949
O 1.24514 -6.44786 -3.33808
O -5.06076 -1.14747 -3.47034
O 9.86496 5.47037 -3.89098
O -5.57155 -2.14844 -0.97511
O 0.63435 -2.68256 -0.04993
O 2.86626 4.34578 4.01598
O -1.60629 -6.23251 -4.86083
O -8.03850 -4.77093 2.19726
O -8.76928 -0.46007 5.25496
N -1.27521 -8.34405 -3.33418
C 9.70402 3.38589 -5.74560
C 3.35016 -4.05522 -4.24424
C 0.28475 2.46708 2.35448
C 0.77512 6.11001 4.58843
C 7.13847 3.27749 -0.66164
C 7.19832 4.37791 0.18691
C -0.64926 4.64176 3.30434
C 2.62367 1.92917 2.63380
C -8.08718 -2.42679 2.31954
C -8.30528 -1.30003 3.11306
C -0.30198 6.96333 4.80652
C -3.38663 -3.33246 -2.64912
C 8.94523 1.14306 -6.20756
C -0.85433 3.39418 2.53548
C -0.51605 -4.64802 -3.07461
C 2.86712 -1.66962 -2.12373
C 8.35148 1.08206 -4.95143
C -8.23264 -3.78542 2.88921
C -8.63223 -1.44538 4.54885
C -1.60527 -7.45508 -4.09715
C -1.72465 5.50738 3.51292
C 7.94463 5.49767 -0.17427
C -8.21073 -0.02564 2.55266
C 1.90460 -2.88911 -2.23084
C 0.99373 -5.21800 -3.25662
C 8.54353 4.42943 -2.25381
C -7.74567 -2.27572 0.97434
C -8.62565 -3.92954 4.30885
C -9.17938 -5.34899 6.18185
C -2.15026 -2.81465 -1.83062
C 4.08938 -1.64095 -3.09671
C 1.54977 2.79705 2.84121
C -1.74587 -5.16350 -3.87204
C 7.76119 2.11625 -2.76938
C -9.14112 -2.95332 6.45846
C -7.88734 0.12099 1.20744
C 1.75987 4.05477 3.59332
C 0.60492 4.94912 3.83180
C -1.54970 6.66568 4.26257
C 0.08965 1.25709 1.68773
C -9.33120 -4.22433 6.99016
C -3.17506 -4.52216 -3.66978
C 9.61502 2.29738 -6.60763
C 2.42626 0.72688 1.96262
C 9.11410 3.32646 -4.48172
C 8.42667 2.17800 -4.08962
C 4.32140 -2.81158 -4.12814
C 7.81631 3.29864 -1.88150
C -7.64550 -1.00345 0.42072
C 2.13171 -4.06425 -3.27046
C -8.82279 -5.20352 4.84490
C 1.15755 0.38625 1.49775
C 9.22624 4.48411 -3.56630
C -0.74534 -3.46213 -2.04606
C 0.59388 -2.95962 -1.28111
C -8.79729 -2.80339 5.11364
C 8.61596 5.52536 -1.39212
H -8.39282 0.85477 3.16143
H -7.56166 -3.14800 0.35530
H -0.89521 0.98830 1.31856
H 7.82685 0.18147 -4.64740
H -4.06785 -4.89051 -4.29102
H 4.77833 -0.71843 -3.02657
H -9.60240 -4.33868 8.03508
H -2.38801 7.33548 4.42700
H 1.74532 6.34996 5.01275
H 3.61341 2.18635 2.99841
H 3.51221 -4.90199 -4.99054
H 8.88230 0.29138 -6.87776
H -0.16850 7.86276 5.39953
H -8.70311 -6.08456 4.22170
H -4.68298 -1.45522 -4.33968
H 10.23032 4.28102 -6.06287
H -2.70056 5.27856 3.09579
H -7.82154 1.11314 0.77198
H -7.38493 -0.88768 -0.62433
H -9.33721 -6.34033 6.59517
H 7.99837 6.35253 0.49254
H 6.55947 2.40584 -0.37224
H 6.66442 4.36216 1.13192
H 5.21694 -2.71976 -4.83384
H 9.19128 6.40299 -1.67016
H 10.07007 2.34780 -7.59190
H 1.00145 -0.55823 0.98507
H 3.26144 0.05100 1.80624
H 2.60231 -0.85305 -1.36710
H -5.06496 -2.64677 -0.28820
H -9.26564 -2.08066 7.09228
*
```



[2]
The following is a DFT calculation (the ωB97M-V functional and the def2-TZVPD basis) of a structure of composition C57H42FGeP3S5Sr at a distorted geometry.

The value obtained for the HOMO-LUMO gap is 5.9 eV. The energy above the lowest of the compared OMol25 structures with the same formula, charge and spin comes out at 0.000 eV.

Structure (ORCA input):
```
! RIJCOSX wB97M-V def2-TZVPD def2/J DEFGRID3
* xyz 0 1
Sr -0.33330 -0.53770 -0.03290
Ge 2.76180 2.24430 2.25430
S -2.85340 -4.68820 -0.40320
S -4.75490 -2.61980 0.22140
S -2.88420 -0.43730 0.48150
S -0.47790 -3.09160 -0.36880
S -5.69730 -5.43780 -0.02870
P -0.16030 -0.09920 2.88880
P -0.15640 2.80420 -0.10500
P 3.20730 -0.06450 -0.02020
F 3.26720 3.62110 3.38090
C 3.78130 0.16900 -1.75200
C 2.44900 5.81410 -0.95630
C 2.40440 3.63600 0.78910
C -3.51590 5.44660 1.57080
C 2.83470 -4.07940 -0.50350
C -1.76870 1.90130 3.79830
C 3.23800 1.22010 4.82900
C -2.74260 3.43080 0.52840
C 1.19300 0.21670 4.09210
C -3.77930 4.20560 1.01050
C 1.32640 3.87150 -0.05120
C 4.64270 -0.52990 -3.88370
C -1.62540 -3.90360 2.96580
C 5.96360 0.13180 0.39130
C -0.28760 -1.90450 3.01470
C -1.16370 5.13070 1.18560
C 0.76360 -4.06040 3.13630
C 7.01060 1.61150 1.95710
C -0.50040 2.93450 -1.90820
C 0.34150 2.18400 -2.73060
C 1.36580 4.96350 -0.92100
C 3.79680 1.49110 -2.19620
C -1.62720 3.76180 -3.86520
C -3.41340 1.78770 5.53680
C -1.43120 3.90270 0.58890
C 3.40570 -1.85930 0.22760
C -2.70150 2.52530 4.60370
C -3.06100 -2.09720 0.12670
C -1.52110 0.53730 3.93170
C -1.49100 3.72510 -2.48560
C -3.19790 0.42450 5.64760
C 3.16810 0.53940 6.02680
C 2.74220 -2.71100 -0.65490
C 3.53870 -4.60910 0.56670
C 3.53080 5.56510 -0.13090
C -2.24530 -0.20170 4.86220
C 2.25340 1.07770 3.85790
C -2.21090 5.89820 1.66820
C 3.50770 4.47990 0.72160
C -2.17020 -3.06860 -0.17640
C 4.60290 1.58400 1.76460
C 4.22430 -0.83940 -2.60090
C 5.76720 2.08250 2.34000
C 2.09320 -0.29420 6.28130
C -0.48100 -4.67020 3.11080
C 4.71370 0.59650 0.78900
C 7.10690 0.63360 0.98020
C 0.21540 2.24500 -4.10560
C 4.10700 -2.39360 1.30360
C 4.65670 0.78380 -4.31780
C 4.15560 -3.76660 1.47670
C 0.86590 -2.68390 3.08170
C -1.52830 -2.52570 2.90370
C 1.11820 -0.44400 5.31980
C -4.51030 -4.30720 -0.07250
C -0.76910 3.03790 -4.67530
C 4.24380 1.79690 -3.46720
H 6.03130 -0.62210 -0.38050
H 4.06560 1.89330 4.66920
H 7.90650 2.00690 2.41430
H -0.55860 -5.74500 3.17600
H 4.67530 -4.18090 2.32960
H 0.28110 -1.09920 5.52000
H 4.60980 -1.74250 2.00910
H 5.69940 2.85580 3.09330
H -2.40850 4.35810 -4.31400
H -0.14820 5.48840 1.28010
H -2.41500 -1.92370 2.75490
H -2.16250 4.30930 -1.87240
H -0.87270 3.07800 -5.74910
H 4.98860 1.01800 -5.31760
H 2.01500 -0.82050 7.21990
H 4.27400 2.82610 -3.79170
H 1.10730 1.55330 -2.27720
H -3.77620 -0.15640 6.35190
H -4.32650 6.05460 1.94410
H 0.88080 1.66660 -4.72930
H 3.58960 -5.67910 0.69260
H 8.07130 0.26360 0.67190
H 1.65950 -4.66270 3.19000
H 1.84180 -2.21120 3.08240
H -4.79310 3.84230 0.94900
H 3.94700 0.66260 6.76170
H -2.93140 2.45080 0.10730
H -2.59230 -4.38210 2.89260
H 4.96840 -1.32190 -4.54170
H 4.38910 6.21660 -0.15060
H 2.34860 -4.73110 -1.21510
H -2.00610 6.85760 2.11900
H -4.14240 2.27380 6.16950
H 4.25040 -1.87080 -2.27930
H 4.36230 4.30520 1.35710
H -2.87400 3.58580 4.49870
H 0.53240 5.14590 -1.58380
H -1.22110 2.46340 3.04910
H 2.14330 -2.29220 -1.45700
H 3.46550 2.28130 -1.53120
H -2.09260 -1.26660 4.97130
H 2.44270 6.66040 -1.62440
*
```